1.
Computed, not measured: a structure of composition C47H126F6NO40S20 at a distorted geometry, with ωB97M-V/def2-TZVPD.

Last column: Löwdin charge in e.
Element x y z (Å)
C  -0.70600  3.02993  -0.87405  -0.638
F  -1.87380  3.55798  -0.45744  0.093
F  -1.03277  2.60827  -2.09423  0.127
F  0.14255  4.05343  -1.01540  0.122
S  -0.03552  1.72691  0.27452  0.473
O  1.29499  1.52582  -0.23191  -0.317
O  -0.14478  2.27731  1.59947  -0.303
N  -1.03726  0.61812  0.09473  -0.273
S  -0.38732  -0.69744  -0.81722  0.680
O  -0.26301  -0.29833  -2.18798  -0.289
O  0.70441  -1.27806  -0.08400  -0.293
C  -1.73094  -2.04377  -0.93710  -0.639
F  -1.93242  -2.69722  0.21987  0.096
F  -2.88321  -1.55291  -1.36876  0.130
F  -1.24808  -2.89347  -1.85154  0.134
O  -2.16618  -4.88453  4.57186  -0.295
S  -1.17947  -5.92683  4.68946  0.480
O  -1.08282  -6.85664  3.62783  -0.269
O  0.21096  -5.32868  4.85583  -0.254
C  0.43753  -4.26217  5.90062  -0.195
C  1.86275  -3.90958  5.96465  -0.064
C  -1.45018  -6.79229  6.17127  -0.126
H  0.22774  -4.75823  6.86451  0.118
H  -0.25516  -3.42927  5.72443  0.127
H  2.47181  -4.74634  6.31247  0.096
H  1.94184  -3.19100  6.78160  0.096
H  2.31221  -3.50947  5.06819  0.049
H  -1.85765  -6.09674  6.89287  0.071
H  -0.48775  -7.19140  6.48279  0.081
H  -2.15972  -7.60211  6.00166  0.081
O  3.66152  1.62466  7.10685  -0.275
S  2.48374  2.37434  7.39504  0.466
O  2.53705  3.23832  8.52386  -0.276
O  2.21312  3.19806  6.13087  -0.263
C  1.08061  4.27334  6.19536  -0.141
C  -0.09215  3.90696  5.31183  -0.057
C  1.15527  1.32218  7.45986  -0.142
H  1.56660  5.20367  5.90503  0.120
H  0.78809  4.36621  7.24257  0.108
H  -0.79372  4.73557  5.17618  0.079
H  -0.62404  3.07986  5.78640  0.058
H  0.29015  3.71222  4.30474  0.081
H  1.29985  0.57826  6.67728  0.067
H  0.22451  1.85751  7.32209  0.061
H  1.16204  0.81051  8.41305  0.082
O  -2.60420  8.80778  3.85786  -0.269
S  -1.19700  8.86888  3.88453  0.450
O  -0.47306  8.04416  4.78237  -0.254
O  -0.64402  8.48030  2.48838  -0.286
C  -1.46269  9.09058  1.28386  -0.146
C  -0.67433  8.86763  0.03712  -0.068
C  -0.69965  10.47433  4.07009  -0.144
H  -1.49564  10.16214  1.50254  0.103
H  -2.47819  8.69949  1.31500  0.118
H  0.12952  9.57716  -0.15105  0.087
H  -1.36281  8.90333  -0.81581  0.085
H  -0.25626  7.86445  0.07262  0.073
H  -0.70921  10.78396  5.11724  0.091
H  -1.28885  11.11922  3.43386  0.066
H  0.33296  10.48970  3.71358  0.087
O  6.77575  -3.24825  -4.75087  -0.253
S  6.93198  -4.01983  -3.58397  0.455
O  8.24360  -4.41992  -3.23837  -0.268
O  6.31244  -3.22411  -2.44717  -0.249
C  6.38153  -3.71620  -1.07359  -0.222
C  6.02241  -2.65113  -0.05442  -0.052
C  5.94250  -5.41844  -3.65961  -0.131
H  7.33136  -4.24407  -0.92498  0.125
H  5.60094  -4.49259  -1.02609  0.098
H  5.02627  -2.27147  -0.27867  0.059
H  6.73628  -1.82619  0.06115  0.093
H  5.96267  -3.14324  0.91927  0.079
H  4.89934  -5.13385  -3.68415  0.026
H  6.14668  -6.00911  -2.76188  0.084
H  6.18583  -5.98614  -4.55706  0.089
O  5.79302  5.63171  2.72842  -0.258
S  4.69013  4.79682  2.38559  0.478
O  3.85762  4.39845  3.44204  -0.261
O  3.81509  5.64626  1.42940  -0.244
C  2.36274  5.30060  1.30330  -0.203
C  1.54426  6.17941  2.17694  -0.060
C  5.15283  3.51024  1.42161  -0.150
H  2.21013  4.27343  1.62906  0.093
H  2.12391  5.37090  0.23459  0.114
H  2.02371  6.18001  3.15700  0.087
H  0.56803  5.71456  2.29720  0.073
H  1.38932  7.19376  1.82109  0.064
H  5.91305  2.90475  1.91446  0.095
H  5.64594  4.02155  0.59478  0.086
H  4.30537  2.93107  1.05272  0.047
O  -2.61893  -7.01163  -5.10104  -0.254
S  -2.68874  -5.76138  -4.44915  0.454
O  -1.50904  -4.98309  -4.34743  -0.253
O  -3.74597  -4.89968  -5.13075  -0.254
C  -5.02984  -5.54845  -5.47740  -0.209
C  -6.19890  -4.64272  -5.12654  -0.063
C  -3.32772  -5.94699  -2.87539  -0.133
H  -5.10871  -6.46682  -4.90046  0.103
H  -5.00130  -5.78185  -6.54735  0.132
H  -6.24771  -3.79681  -5.81832  0.079
H  -6.21930  -4.32363  -4.07831  0.077
H  -7.11935  -5.21011  -5.27986  0.082
H  -3.48877  -4.97178  -2.41987  0.064
H  -2.56799  -6.45922  -2.29341  0.070
H  -4.26788  -6.50154  -2.87537  0.080
O  0.68425  -11.16883  -0.36661  -0.280
S  0.84433  -9.90352  0.27906  0.464
O  1.89126  -9.79963  1.22555  -0.260
O  1.10521  -8.82841  -0.78125  -0.251
C  0.35511  -8.98945  -2.09684  -0.187
C  0.26843  -7.67871  -2.82771  -0.060
C  -0.60327  -9.40173  0.99649  -0.143
H  -0.61711  -9.44768  -1.90939  0.106
H  0.90364  -9.77781  -2.62976  0.124
H  -0.59826  -7.79709  -3.49689  0.070
H  1.12811  -7.32928  -3.39173  0.070
H  0.03741  -6.87494  -2.11502  0.086
H  -1.42623  -9.62893  0.31133  0.078
H  -0.47834  -8.33901  1.17984  0.070
H  -0.78533  -9.94787  1.91392  0.084
O  -0.55839  -1.74521  -7.13423  -0.267
S  -0.70610  -1.17748  -5.83640  0.477
O  0.35176  -1.45964  -4.92442  -0.281
O  -0.79109  0.31361  -6.09925  -0.244
C  -0.99530  1.28070  -4.91830  -0.187
C  -1.12878  2.64295  -5.48363  -0.062
C  -2.22953  -1.61400  -5.16879  -0.120
H  -0.05134  1.16281  -4.37281  0.102
H  -1.79380  0.94199  -4.26685  0.100
H  -1.15443  3.43431  -4.73543  0.065
H  -2.05046  2.67034  -6.06814  0.086
H  -0.31206  2.79639  -6.18194  0.085
H  -2.44984  -2.63311  -5.52670  0.067
H  -2.94885  -0.86113  -5.49587  0.073
H  -2.18676  -1.61806  -4.08151  0.056
O  -4.37049  6.52460  -1.01809  -0.275
S  -4.61407  6.27884  -2.38174  0.432
O  -5.66010  7.03340  -2.97694  -0.254
O  -3.37693  6.56897  -3.17575  -0.228
C  -2.02763  6.22131  -2.57794  -0.187
C  -0.89556  6.52070  -3.52318  -0.072
C  -4.88529  4.61847  -2.63354  -0.133
H  -2.03504  5.15541  -2.35932  0.087
H  -1.95700  6.70409  -1.60811  0.094
H  -0.73078  7.60042  -3.67154  0.093
H  -0.99608  5.88113  -4.40938  0.082
H  0.01493  6.17238  -3.02446  0.044
H  -5.84848  4.34304  -2.21073  0.079
H  -4.07688  4.01283  -2.21990  0.070
H  -4.88818  4.50346  -3.72000  0.090
C  -5.21220  4.66440  2.73626  -0.258
S  -3.95041  5.82011  3.22489  0.779
O  -3.47210  5.36495  4.53659  -0.530
C  -2.67797  5.37527  2.08251  -0.250
H  -6.09897  4.76878  3.34810  0.048
H  -4.80973  3.65192  2.86410  0.051
H  -5.44477  4.89941  1.69592  0.049
H  -2.50566  4.30857  2.26166  0.047
H  -1.79197  5.90836  2.44440  0.036
H  -2.85104  5.60413  1.02682  0.045
C  1.21963  -4.00971  1.84441  -0.240
S  2.98433  -3.83522  1.65678  0.777
O  3.59666  -4.11168  2.96433  -0.527
C  3.22551  -5.24215  0.64875  -0.256
H  0.94955  -3.22740  2.56646  0.038
H  0.97898  -5.01022  2.20635  0.054
H  0.71183  -3.77237  0.90446  0.046
H  2.88685  -5.02826  -0.37174  0.037
H  2.77153  -6.17133  0.99357  0.071
H  4.31356  -5.35043  0.62267  0.047
C  2.96359  -3.67294  -4.93052  -0.230
S  2.09645  -4.15026  -3.44743  0.824
O  2.77101  -5.34993  -2.92321  -0.559
C  2.54402  -2.79320  -2.47033  -0.267
H  2.19744  -3.16424  -5.50712  0.036
H  3.32950  -4.53567  -5.47123  0.062
H  3.80426  -3.00086  -4.73497  0.058
H  3.62749  -2.61630  -2.57667  0.058
H  2.30716  -2.91142  -1.41894  0.035
H  1.95252  -1.96903  -2.88225  0.046
C  2.64593  1.45290  3.20051  -0.288
S  3.33426  0.10512  2.41747  0.788
O  4.69876  0.46798  1.97759  -0.525
C  3.52256  -0.94585  3.82794  -0.247
H  1.70834  1.19912  3.68511  0.031
H  2.44532  2.17476  2.41174  0.027
H  3.35549  1.85637  3.92372  0.068
H  3.89186  -0.42401  4.71306  0.069
H  4.09206  -1.83444  3.56312  0.033
H  2.49414  -1.26571  3.98687  0.036
C  -2.40438  1.33537  3.74374  -0.288
S  -0.99847  0.37906  4.07751  0.798
O  -1.07196  -0.00708  5.51008  -0.547
C  -1.55510  -1.05941  3.09548  -0.226
H  -2.35416  2.19543  4.42412  0.051
H  -3.34813  0.81731  3.92589  0.070
H  -2.29287  1.68699  2.70863  0.039
H  -0.77963  -1.78743  2.85766  0.031
H  -1.98936  -0.67189  2.16701  0.028
H  -2.31777  -1.52643  3.72301  0.055
C  -3.46497  -5.38000  1.56559  -0.266
S  -4.51252  -4.37786  0.54742  0.771
O  -5.30972  -5.21604  -0.37507  -0.537
C  -5.56445  -3.86756  1.86612  -0.269
H  -2.82525  -5.94254  0.86636  0.057
H  -4.09050  -6.13606  2.04578  0.068
H  -2.88319  -4.80302  2.28128  0.034
H  -6.23628  -4.70385  2.07524  0.063
H  -6.20123  -3.10702  1.39564  0.046
H  -5.08528  -3.43751  2.74486  0.066
C  -5.74269  0.89784  -1.66881  -0.257
S  -5.99472  0.53732  -3.40322  0.794
O  -4.79851  0.90595  -4.14624  -0.538
C  -5.95164  -1.26518  -3.25034  -0.259
H  -6.08387  0.10242  -1.00855  0.050
H  -6.21804  1.85144  -1.44274  0.035
H  -4.65737  0.96252  -1.56176  0.055
H  -4.92312  -1.55771  -2.98397  0.050
H  -6.11212  -1.55501  -4.28854  0.032
H  -6.68830  -1.71770  -2.58131  0.062
C  4.51181  0.60598  -1.07862  -0.252
S  3.85102  2.15198  -1.67781  0.782
O  4.96496  2.82211  -2.38131  -0.544
C  2.74742  1.46265  -2.86271  -0.258
H  4.67246  -0.00992  -1.96270  0.055
H  3.77803  0.16510  -0.40680  0.027
H  5.44305  0.77536  -0.54752  0.054
H  3.28938  1.08524  -3.73161  0.079
H  2.08294  2.27633  -3.17079  0.042
H  2.12232  0.71567  -2.37707  0.027
C  3.32116  6.47291  -5.78986  -0.267
S  2.27461  5.85965  -4.48759  0.776
O  1.60664  4.63485  -4.93753  -0.522
C  3.55288  5.32739  -3.43890  -0.287
H  4.04977  5.79324  -6.22129  0.066
H  3.78037  7.38757  -5.40344  0.055
H  2.58667  6.73443  -6.54750  0.042
H  2.97304  4.97321  -2.57946  0.035
H  4.16649  6.20248  -3.15077  0.076
H  4.20163  4.51200  -3.77470  0.057

Computed properties:
- charge = -1
- spin multiplicity = 1

=====

2.
Computed, not measured: a cluster of 2 separate species, C32H27F2NO2 in total at a distorted geometry, with ωB97M-V/def2-TZVPD.

Last column: Löwdin charge in e.
Element x y z (Å)
F  -2.96906  5.22851  -1.23580  0.033
C  -2.85602  3.85803  -1.23679  -0.253
C  -4.00634  3.10961  -1.47363  -0.011
C  -3.87632  1.71353  -1.52682  -0.068
C  -2.64201  1.11292  -1.35595  -0.042
C  -1.48869  1.86919  -1.03460  -0.206
C  -0.23963  1.21411  -0.78532  -0.033
C  0.99313  1.84743  -0.87279  -0.071
C  2.20193  1.17158  -0.99148  0.001
C  3.44850  1.80860  -1.27615  -0.212
C  3.53060  3.21743  -1.46836  0.052
C  4.77486  3.79916  -1.65998  -0.249
F  4.84361  5.16413  -1.81620  0.032
C  5.96000  3.06823  -1.72252  -0.009
C  5.86950  1.67110  -1.59314  -0.075
C  4.64587  1.05006  -1.38250  -0.035
C  -1.60751  3.28957  -1.02114  0.044
H  -4.96482  3.59683  -1.63439  0.116
H  -4.74790  1.08640  -1.71365  0.106
H  -2.51710  0.03698  -1.50104  0.090
H  -0.25788  0.13257  -0.64417  0.095
H  1.00837  2.93958  -0.84596  0.096
H  2.19562  0.08304  -0.88015  0.124
H  2.63813  3.84021  -1.45382  0.116
H  6.91337  3.56989  -1.87858  0.117
H  6.77286  1.06794  -1.66892  0.106
H  4.57105  -0.03513  -1.28303  0.113
H  -0.73916  3.92719  -0.86294  0.120
C  -3.57286  2.89704  3.04355  -0.073
C  -2.11945  2.72410  2.68727  -0.206
O  -1.99937  1.31123  2.35145  -0.038
C  -0.74008  0.83308  2.19164  -0.488
C  -0.82236  -0.62933  1.98551  -0.050
N  0.08700  -1.29383  1.36524  0.113
C  -0.00770  -2.47031  0.74143  -0.170
C  1.19485  -3.29057  0.72388  -0.174
C  1.49978  -4.21525  -0.30082  -0.044
C  2.65955  -4.98825  -0.21731  -0.079
C  3.51948  -4.85213  0.88199  -0.086
C  3.22497  -3.92729  1.89350  -0.075
C  2.09279  -3.12261  1.78765  -0.023
C  -1.25980  -2.90777  0.12653  -0.136
C  -1.51769  -4.26905  -0.17942  -0.033
C  -2.72341  -4.66152  -0.75857  -0.074
C  -3.71093  -3.71031  -1.05463  -0.079
C  -3.50381  -2.37371  -0.69507  -0.072
C  -2.30159  -1.98611  -0.10198  -0.047
O  0.26629  1.51479  2.18363  0.084
H  -3.83214  3.93732  3.24228  0.079
H  -4.21431  2.52935  2.23687  0.077
H  -3.79404  2.30547  3.94063  0.081
H  -1.84551  3.32826  1.81202  0.113
H  -1.45547  2.96604  3.52799  0.128
H  -1.69846  -1.09255  2.47266  0.148
H  0.82084  -4.32495  -1.14832  0.111
H  2.88417  -5.70285  -1.00937  0.103
H  4.42192  -5.46131  0.94803  0.101
H  3.86413  -3.82415  2.76884  0.104
H  1.86993  -2.37272  2.54495  0.113
H  -0.76403  -5.02242  0.04763  0.105
H  -2.89797  -5.71367  -0.98691  0.106
H  -4.63434  -4.00525  -1.55491  0.103
H  -4.27640  -1.62134  -0.87469  0.104
H  -2.16898  -0.94611  0.19660  0.076

Computed properties:
- spin multiplicity = 1

=====

For the records above, the corresponding LUMO values read 1.1; -2.5 eV.
For the records above, the corresponding orbital gap values read 7.8; 3.1 eV.